Arrangement A

The following is a quantum chemistry calculation of a molecular structure, C36H72O12, from the OMol25 dataset.

CARTESIAN COORDINATES (ANGSTROEM)
1 C 0.01023 2.58463 -2.36603
2 C 0.91367 3.83101 -2.59418
3 O 0.60623 4.94308 -2.25135
4 C 2.14787 3.61168 -3.50879
5 H -0.82008 2.81931 -1.69999
6 H 0.54127 1.74286 -1.92160
7 H -0.41706 2.24348 -3.30897
8 H 1.93384 2.82693 -4.23437
9 H 2.91608 3.24775 -2.82652
10 H 2.42060 4.54918 -3.99337
11 C 0.03775 4.78471 2.00800
12 C -0.27214 3.35663 1.64124
13 O -0.50587 2.45337 2.44569
14 C -0.07982 3.01283 0.16945
15 H -0.44231 5.56843 1.42198
16 H 1.11462 4.83647 1.84746
17 H -0.13849 4.97912 3.06595
18 H 0.79981 3.51192 -0.23708
19 H -0.94305 3.25892 -0.44890
20 H 0.05233 1.93272 0.10614
21 C -2.37042 -0.32022 4.80638
22 C -2.24151 -0.89470 3.39551
23 O -3.30538 -1.06341 2.78206
24 C -0.84845 -1.18959 2.84769
25 H -2.26711 -1.10230 5.55855
26 H -3.32154 0.20477 4.89502
27 H -1.54040 0.34550 5.04299
28 H -0.89464 -1.60827 1.84236
29 H -0.25413 -1.73989 3.57710
30 H -0.28900 -0.26844 2.68463
31 C -3.75226 -0.59255 0.04552
32 C -4.36182 -1.95546 0.45600
33 O -4.29436 -2.93692 -0.28969
34 C -4.96319 -2.14933 1.81492
35 H -2.74871 -0.46358 0.45093
36 H -4.35613 0.27946 0.29660
37 H -3.59620 -0.52425 -1.03109
38 H -5.13509 -3.19323 2.07726
39 H -5.89446 -1.58629 1.87669
40 H -4.25324 -1.73077 2.52828
41 C 0.36084 -2.91719 2.44578
42 C 1.62511 -2.38334 3.12180
43 O 1.59222 -1.36230 3.78758
44 C 2.86004 -3.12497 2.99669
45 H 0.07430 -2.19635 1.68002
46 H -0.41321 -2.92043 3.21320
47 H 0.44051 -3.91910 2.02397
48 H 2.86660 -4.06806 3.54315
49 H 3.69935 -2.59610 3.44830
50 H 3.13063 -3.32816 1.96054
51 C 1.16439 1.71841 3.35981
52 C 1.92044 2.00839 2.10926
53 O 1.82107 1.32417 1.05543
54 C 2.93249 3.07223 2.24536
55 H 0.74847 2.60523 3.83800
56 H 1.70200 1.18839 4.14604
57 H 0.36321 1.01305 3.13920
58 H 2.45019 4.02898 2.04505
59 H 3.72609 2.99841 1.50182
60 H 3.38034 3.07928 3.23908
61 C 3.53637 -1.39102 0.74844
62 C 4.09873 -1.10131 2.16714
63 O 4.54438 -2.01106 2.87945
64 C 3.94092 0.28858 2.72606
65 H 2.65168 -0.78136 0.56479
66 H 3.21513 -2.43025 0.67844
67 H 4.20544 -1.08709 -0.05659
68 H 2.88911 0.57413 2.74219
69 H 4.41530 1.03662 2.09086
70 H 4.34381 0.40797 3.73182
71 C -0.50818 0.34788 -1.15337
72 C -0.51315 -0.52471 0.11100
73 O -1.39191 -1.35626 0.32269
74 C 0.68300 -0.32501 1.09924
75 H 0.34969 0.12431 -1.78754
76 H -0.54455 1.41224 -0.92118
77 H -1.34629 0.16524 -1.82592
78 H 1.65411 -0.28658 0.60572
79 H 0.64471 -1.23138 1.70350
80 H 0.52166 0.56504 1.70742
81 C -4.19596 1.96777 -2.03622
82 C -3.00233 1.12394 -2.56691
83 O -2.36822 0.36781 -1.81256
84 C -2.49707 1.37046 -3.94112
85 H -4.67998 1.33094 -1.29577
86 H -4.96360 2.18086 -2.78015
87 H -3.81877 2.90157 -1.61927
88 H -1.46815 1.72737 -3.98610
89 H -3.21253 2.06115 -4.38741
90 H -2.51780 0.45009 -4.52472
91 C -2.65678 -1.59454 -4.06229
92 C -1.95879 -2.32449 -2.92054
93 O -1.10744 -3.16898 -3.10965
94 C -2.41894 -1.92813 -1.49003
95 H -3.73107 -1.53457 -3.88796
96 H -2.50984 -2.07181 -5.03117
97 H -2.25676 -0.58268 -4.12721
98 H -2.18891 -2.73728 -0.79688
99 H -3.49056 -1.73643 -1.43536
100 H -1.88984 -1.05203 -1.11506
101 C 1.40606 -1.07402 -2.51487
102 C 1.14153 0.09675 -3.34485
103 O 1.86855 1.05706 -3.35913
104 C -0.15902 0.20315 -4.11099
105 H 2.06632 -1.73107 -3.08094
106 H 0.47716 -1.55880 -2.21449
107 H 2.03651 -0.79376 -1.67102
108 H -0.46848 -0.78260 -4.45832
109 H -0.03044 0.80777 -5.00876
110 H -0.97047 0.53258 -3.46205
111 C 3.79568 -2.64479 -1.81924
112 C 2.58390 -3.39016 -1.28250
113 O 2.32497 -4.59484 -1.50789
114 C 1.61908 -2.56976 -0.47214
115 H 4.32727 -2.20543 -0.97516
116 H 3.49809 -1.80347 -2.44512
117 H 4.42084 -3.32483 -2.39788
118 H 0.95481 -3.33818 -0.07670
119 H 0.97702 -1.98483 -1.13069
120 H 2.04089 -1.87370 0.25290

Summary:
spin multiplicity = 1
lowest unoccupied orbital energy = -0.18 eV
charge = 0
frontier orbital gap = 0.2836 Ha

Arrangement B

The following is a quantum chemistry calculation of 12 unconnected molecules or ions with the total composition C36H72O12, from the OMol25 dataset.

CARTESIAN COORDINATES (ANGSTROEM)
1 C 5.14568 -0.85028 1.05314
2 C 6.54285 -0.89068 0.48400
3 C 7.12009 0.37920 -0.19452
4 O 7.32122 -1.79366 0.75168
5 H 5.03893 0.07365 1.61975
6 H 5.04903 -1.78009 1.61282
7 H 4.41257 -0.92113 0.24811
8 H 8.18075 0.29269 -0.42937
9 H 7.10224 1.25170 0.45932
10 H 6.60437 0.55628 -1.13873
11 C 0.74565 7.26603 0.78876
12 C 0.60073 6.13646 1.81695
13 C 1.46860 4.88598 1.69565
14 O -0.27681 6.30431 2.65775
15 H 0.12959 6.97363 -0.06233
16 H 1.75574 7.54417 0.48729
17 H 0.34533 8.17626 1.23401
18 H 2.47353 4.93765 2.11359
19 H 1.44136 4.50182 0.67699
20 H 1.00267 4.10223 2.29553
21 C 1.22886 4.01814 -2.34184
22 C 0.05509 3.08446 -2.34630
23 C 0.07488 1.97347 -3.41044
24 O -0.84103 3.21819 -1.54589
25 H 2.13194 3.42111 -2.47138
26 H 1.36075 4.63857 -1.45597
27 H 1.19325 4.79470 -3.10767
28 H -0.91633 1.51881 -3.36101
29 H 0.87831 1.23919 -3.42330
30 H -0.06405 2.36833 -4.41948
31 C 2.90441 -6.59997 2.96802
32 C 2.31154 -6.05131 1.75258
33 C 1.03301 -5.27188 1.87314
34 O 2.89288 -6.22780 0.68163
35 H 2.67786 -6.02222 3.86627
36 H 3.97496 -6.79495 2.97891
37 H 2.33079 -7.50788 3.16944
38 H 0.29844 -5.89326 2.38653
39 H 0.65447 -5.19589 0.85413
40 H 1.28714 -4.33709 2.37090
41 C -4.36428 -2.19490 1.70101
42 C -3.09847 -3.03800 1.69692
43 C -3.01719 -4.26776 2.56566
44 O -2.09351 -2.69716 1.07963
45 H -4.40957 -1.47092 0.88781
46 H -4.40091 -1.59617 2.61179
47 H -5.22865 -2.85268 1.60700
48 H -3.91309 -4.83473 2.31101
49 H -2.99408 -3.90962 3.59550
50 H -2.09756 -4.80437 2.34046
51 C -2.81701 3.77038 3.05007
52 C -3.64307 2.82616 2.13334
53 C -5.10811 3.07190 1.86180
54 O -3.06750 1.85133 1.64886
55 H -3.00746 3.49110 4.08852
56 H -2.93175 4.84827 2.93936
57 H -1.73860 3.60869 3.05139
58 H -5.78040 2.21462 1.86814
59 H -5.24069 3.69367 0.97594
60 H -5.56829 3.66903 2.65215
61 C -3.08035 0.83863 5.62945
62 C -1.90181 -0.07902 5.30995
63 C -0.49509 0.46677 5.18934
64 O -2.13282 -1.31421 5.16433
65 H -2.68073 1.83647 5.81421
66 H -3.56550 0.57246 6.56889
67 H -3.85472 0.84395 4.86352
68 H 0.07531 -0.03335 4.40816
69 H 0.06112 0.31839 6.11579
70 H -0.58599 1.54185 5.03410
71 C -4.31167 1.08120 -1.00459
72 C -4.56501 0.59487 -2.40390
73 C -4.16155 1.46746 -3.60434
74 O -5.28313 -0.40095 -2.61203
75 H -5.00659 0.82397 -0.20737
76 H -4.11572 2.15147 -0.94608
77 H -3.36349 0.58588 -0.78105
78 H -3.13962 1.82089 -3.74144
79 H -4.67235 2.42961 -3.67889
80 H -4.56349 0.88774 -4.43537
81 C 1.58630 -2.57525 -3.27731
82 C 1.84656 -4.05247 -3.15146
83 C 2.28514 -4.57952 -1.81932
84 O 1.68219 -4.84708 -4.04550
85 H 1.85500 -2.23931 -4.27778
86 H 2.25304 -2.16638 -2.51743
87 H 0.57887 -2.29993 -2.96895
88 H 3.03412 -3.96046 -1.32425
89 H 2.69923 -5.57298 -1.97903
90 H 1.39585 -4.58057 -1.18793
91 C -4.18890 -3.64700 -1.79641
92 C -2.73910 -3.79769 -2.15259
93 C -2.10724 -2.76022 -3.02409
94 O -2.04643 -4.69121 -1.65665
95 H -4.79228 -3.87377 -2.67746
96 H -4.40041 -2.60492 -1.55403
97 H -4.55563 -4.31367 -1.01719
98 H -2.81509 -2.43349 -3.78871
99 H -1.27984 -3.22224 -3.56179
100 H -1.79579 -1.81770 -2.57311
101 C 4.47719 1.67603 -3.51697
102 C 5.01480 3.01531 -3.94783
103 C 4.02349 3.94340 -4.63874
104 O 6.21357 3.30995 -3.81459
105 H 5.09600 1.16123 -2.78237
106 H 4.31327 1.01638 -4.37065
107 H 3.50548 1.64196 -3.02001
108 H 4.55117 4.37495 -5.48973
109 H 3.50478 4.67434 -4.02156
110 H 3.28288 3.31502 -5.13676
111 C 0.67301 -1.59850 -0.04017
112 C 1.02631 -0.12250 -0.19952
113 C 0.29375 0.80405 0.77193
114 O 2.01025 0.21621 -0.85714
115 H 0.49184 -2.00824 0.95219
116 H 1.31252 -2.17253 -0.70668
117 H -0.32409 -1.65882 -0.48460
118 H 0.36204 1.87927 0.60571
119 H 0.64687 0.62656 1.78811
120 H -0.77861 0.60994 0.72267

Summary:
spin multiplicity = 1
lowest unoccupied orbital energy = 0.16 eV
charge = 0
frontier orbital gap = 0.3356 Ha

Which one is most stable, and which one is least stable? arrangement B is the most stable of them, while arrangement A is the least stable.